# 1
DFT (the ωB97M-V functional and the def2-TZVPD basis) results for an isolated ion of composition C5H9N4 and charge +1 at a distorted geometry.

XYZ file:
```
18
Properties=species:S:1:pos:R:3:lowdin_charge:R:1
N -0.5733 -2.2478 -0.9326 0.1705
C -0.2208 -0.9582 -0.7908 -0.2283
C -0.0610 -0.0588 -1.8698 0.0107
C 0.3703 1.2002 -1.6816 -0.0616
N 0.6313 1.6635 -0.4586 0.1385
C 0.3826 0.9279 0.6698 -0.2534
N 0.5521 1.5555 1.8311 0.1618
C -0.0569 -0.4436 0.5405 -0.1566
N -0.3111 -1.1597 1.7214 0.1170
H -0.9859 -2.6386 -1.7583 0.1272
H -1.0357 -2.5687 -0.1085 0.0914
H -0.2854 -0.3538 -2.8896 0.1320
H 0.3919 1.8718 -2.4640 0.1217
H 0.7219 2.6165 -0.3695 0.1399
H 0.2418 1.0962 2.7761 0.1778
H 0.3972 2.5407 1.6638 0.1201
H 0.1245 -0.8567 2.5665 0.0777
H -0.2835 -2.1863 1.5543 0.1134
```

Output
Lowest unoccupied orbital energy: -3.278 eV
Energy above the lowest of the compared OMol25 structures with the same formula, charge and spin: 0.0 kcal per mole
Total charge: +1

***

# 2
DFT (the ωB97M-V functional and the def2-TZVPD basis) results for one molecule with the formula C7H7Cl2NO2 at a distorted geometry.

XYZ file:
```
19
Properties=species:S:1:pos:R:3:lowdin_charge:R:1
C -1.2649 -2.5305 -0.2048 -0.0021
C -0.6003 -1.1595 -0.0953 -0.1892
C 0.7657 -0.9505 0.0095 -0.0339
C 1.3951 0.3534 -0.0383 -0.5936
Cl 3.1537 0.2780 -0.0388 0.6923
C 0.7057 1.4904 0.1134 -0.1302
C 1.2933 2.8477 0.2718 -0.2538
O 0.8245 3.7554 -0.6871 -0.0186
C -0.9660 1.2056 0.0630 -0.5064
Cl -2.0662 2.4239 0.3239 0.8166
N -1.4568 -0.0698 -0.0042 -0.2538
O -2.7065 -0.2873 0.0145 -0.1071
H -2.1896 -2.2613 -0.6230 0.0474
H -0.5811 -3.1934 -0.7027 0.0732
H -1.4728 -3.0027 0.8506 0.1332
H 1.3991 -1.7538 -0.0448 0.0721
H 1.1315 3.1525 1.3122 0.1364
H 2.3724 2.7486 0.1639 0.0935
H 0.0700 4.1990 -0.4399 0.0241
```

Output
Lowest unoccupied orbital energy (alpha / beta): -0.072 / -0.073 eV
Energy above the lowest of the compared OMol25 structures with the same formula, charge and spin: 8.0 kcal per mole
Total charge: 0

***

# 3
DFT (the ωB97M-V functional and the def2-TZVPD basis) results for Cu2FN5O15 as an isolated structure at a distorted geometry.

XYZ file:
```
23
Properties=species:S:1:pos:R:3:lowdin_charge:R:1
Cu 5.2011 6.2977 7.5583 0.8485
Cu 5.6302 6.4359 11.9325 0.8068
N 7.2556 9.0771 10.9329 -0.6379
O 7.4848 8.2972 11.9810 -0.1486
O 8.0699 8.9758 10.0710 -0.0146
O 6.2433 9.7443 10.8692 -0.0226
N 5.0716 7.2201 5.0382 -0.5142
O 5.0301 8.2797 4.6146 0.1300
O 6.1730 6.4169 5.1514 -0.1224
O 4.2188 6.9173 5.9542 -0.1186
N 5.1866 5.0818 14.2126 -0.5373
O 5.5109 6.3261 13.9437 -0.1380
O 4.2354 4.9749 15.0200 -0.0169
O 5.8169 4.1362 13.7055 -0.0026
N 5.9525 4.7962 10.0035 -0.4201
O 5.4851 4.6013 8.8388 -0.0473
O 6.4977 6.0075 10.3449 -0.1400
O 5.9257 3.8583 10.8233 0.0607
N 3.9503 7.6188 9.2962 -0.4274
O 3.3233 8.4387 8.6049 0.0580
O 4.1575 7.5312 10.4544 0.0522
O 3.9538 6.3327 8.7374 -0.1792
F 3.7111 5.3448 11.2907 -0.4683
```

Output
Lowest unoccupied orbital energy (alpha / beta): 4.238 / 3.064 eV
2S+1: 3
Energy above the lowest of the compared OMol25 structures with the same formula, charge and spin: 62.5 kcal per mole
⟨S²⟩: 2.0085
Total charge: -2

***

# 4
DFT (the ωB97M-V functional and the def2-TZVPD basis) results for one molecule with the formula C4H3PS at a distorted geometry.

XYZ file:
```
9
Properties=species:S:1:pos:R:3:lowdin_charge:R:1
C 1.5906 -0.1106 -0.3758 -0.1143
C 0.5526 0.2896 0.2336 -0.4743
P -0.4130 1.8958 -0.2312 0.9715
C -1.9034 1.0601 -0.0503 -0.4694
C -2.1516 -0.2128 0.0983 -0.8269
S -2.1914 -1.7801 0.3492 0.7195
H 2.0714 -0.9333 0.1121 0.0442
H 2.1542 0.0078 -1.3259 0.0764
H 0.2908 -0.2165 1.1901 0.0732
```

Output
Lowest unoccupied orbital energy (alpha / beta): -2.038 / -2.037 eV
Energy above the lowest of the compared OMol25 structures with the same formula, charge and spin: 17.0 kcal per mole
Total charge: 0